Arrangement 1

The following is a DFT calculation (the ωB97M-V functional and the def2-TZVPD basis) of the ion C11H15N2 with charge +1.

Results
* charge: +1

Cartesian coordinates (Å):
H 2.06 -1.60 -4.56
H -0.07 -0.77 3.76
N -1.75 -0.22 -0.75
H -2.35 -0.48 -1.61
C -0.67 1.71 2.52
H 3.38 0.33 -4.09
H -0.39 2.44 1.70
H 0.00 -2.28 -3.07
C 0.70 -1.48 -2.76
C 1.75 -1.12 -3.65
C 2.31 0.81 -2.28
C -0.48 -1.04 -0.65
H -0.18 1.69 3.42
H -0.66 -2.03 -0.56
C -0.55 -0.87 2.74
C 0.60 -0.76 -1.57
H -1.46 0.72 -0.82
C 0.32 0.20 0.83
C 1.43 0.36 -1.29
H 0.02 -1.56 2.30
H 2.05 1.61 0.27
H -2.39 -0.43 0.06
N -0.38 0.38 1.95
H -1.54 -1.09 2.70
H -1.72 1.64 2.58
C 2.54 -0.01 -3.38
H 3.01 1.69 -2.26
C 1.23 0.87 0.06

Arrangement 2

The following is a DFT calculation (the ωB97M-V functional and the def2-TZVPD basis) of the ion C11H15N2 with charge +1.

Results
* charge: +1

Cartesian coordinates (Å):
C -2.28 -1.79 0.28
H 2.08 1.80 -0.20
H 1.10 0.99 2.48
H -1.64 2.86 -1.30
C -2.97 -0.59 0.03
C 1.58 0.85 1.52
C 1.20 1.33 0.18
N 1.55 -1.90 -1.22
H 0.00 3.61 -0.84
H -1.18 3.23 0.35
C -0.91 0.57 -0.03
H 1.42 -2.92 -0.96
N -0.09 1.66 -0.26
H -4.10 -0.71 0.12
C -0.20 -0.60 0.28
H -2.75 1.58 -0.56
H 0.66 -1.49 -1.47
H -0.36 -2.71 0.57
H 2.61 0.94 1.75
C -0.75 2.90 -0.54
H 3.15 -0.67 -0.13
H -2.98 -2.55 0.58
C 2.24 -1.18 -0.06
H 2.12 -1.88 -1.97
C 1.21 -0.17 0.46
H 2.50 -1.89 0.72
C -2.29 0.56 -0.22
C -0.91 -1.81 0.47

Which structure is the least stable? The one labeled arrangement 1.

Arrangement 1

The following is a DFT calculation (the ωB97M-V functional and the def2-TZVPD basis) of a structure of composition C4H7N3O.

Cartesian coordinates (Å):
H 1.84 -0.67 -2.13
H -2.07 -1.96 -0.53
N 0.13 1.14 1.53
N 2.04 0.63 0.48
C -0.21 0.02 0.65
H -0.11 1.02 2.85
C 0.98 -0.06 -0.05
C 1.51 1.33 1.39
O -1.55 -0.13 0.45
C -1.94 -0.75 -0.66
N 0.92 -0.54 -1.48
H -0.79 -0.23 -1.39
H 2.22 1.75 2.17
H -3.01 -0.35 -1.28
H 0.05 -1.21 -1.98

Arrangement 2

The following is a DFT calculation (the ωB97M-V functional and the def2-TZVPD basis) of an isolated molecule of C4H7N3O.

Cartesian coordinates (Å):
C -1.64 1.11 0.91
C 1.29 0.64 -1.13
H 2.20 0.82 -0.60
N -1.26 -0.16 1.41
C -0.16 -0.59 0.69
N -0.72 1.54 -0.01
C 0.09 0.50 -0.22
H 0.88 1.49 -1.70
N 0.31 -1.91 0.57
H 1.00 -0.49 -2.76
H -2.27 1.80 1.40
H 0.96 -1.82 -0.31
H 0.89 -2.24 1.35
O 1.55 -0.62 -1.83
H -1.84 -0.79 1.94

Which structure is the least stable? The one labeled arrangement 1.

Arrangement 1

The following is a DFT calculation (the ωB97M-V functional and the def2-TZVPD basis) of an isolated molecule of C4H7N3O.

Cartesian coordinates (Å):
C -2.43 -0.35 0.10
C -2.14 1.12 0.16
H 0.27 -2.58 0.01
N 1.89 -1.22 0.45
N 2.21 0.24 0.33
C 3.47 0.53 -0.23
O -0.30 -0.57 -0.24
H -1.20 1.57 0.22
H 3.78 1.71 -0.65
H -3.51 -0.62 0.01
H -2.81 1.59 -0.70
H 4.31 -0.18 -0.41
N -1.55 -1.32 -0.21
C 0.58 -1.48 0.04
H -2.57 1.55 1.11

Arrangement 2

The following is a DFT calculation (the ωB97M-V functional and the def2-TZVPD basis) of an isolated molecule of C4H7N3O.

Cartesian coordinates (Å):
H -2.27 -1.58 0.52
H -2.79 0.15 0.55
N 0.37 -2.31 -0.29
H -2.48 -0.69 -0.98
C 1.33 0.85 0.47
C 0.41 -1.05 -0.34
H 2.80 1.79 -0.49
C -0.72 -0.24 0.08
C -2.16 -0.59 0.06
N -0.22 0.88 0.50
N 1.79 1.72 -0.53
H 1.30 -2.70 -0.48
H -0.74 1.66 0.90
H 1.45 1.49 -1.46
O 1.93 0.63 1.49

Which structure is the least stable? The one labeled arrangement 1.